Entry 1:
Computed, not measured: C6H5N2O4PtS3 as an isolated structure in a non-equilibrium geometry, with ωB97M-V/def2-TZVPD.

Calculated values
2S+1: 4
Charge: -2
Maximum force: 0.022 hartree/bohr
Relative energy (zero: lowest compared OMol25 entry of this formula, charge and spin): 0.0 kcal per mole
HOMO-LUMO gap (spin up / spin down): 4.37 / 6.84 eV

The geometry in XYZ format:
```
21
Properties=species:S:1:pos:R:3:forces:R:3
Pt 0.177100 1.407942 -0.080350 0.03 -0.05 0.32
O 0.954840 -0.260858 -1.039876 0.10 0.08 -0.20
N 0.958935 -1.447178 -0.365460 0.02 0.00 -0.04
C 1.590737 -2.494412 -1.046158 -0.06 0.01 0.07
C 1.827783 -3.678192 -0.404354 0.03 0.01 -0.09
C 1.490008 -3.852764 0.940864 0.00 -0.01 0.06
C 0.943746 -2.724726 1.629528 0.00 0.03 -0.03
C 0.709848 -1.533684 0.981391 -0.04 -0.03 0.00
S 0.071260 -0.120219 1.779387 -0.05 -0.04 0.06
H 1.804916 -2.282378 -2.080382 0.00 0.00 0.00
H 2.289159 -4.478405 -0.973871 0.00 0.00 0.01
H 1.692290 -4.780796 1.458708 -0.01 0.00 0.00
H 0.694317 -2.773272 2.681080 -0.01 0.00 0.00
N -0.496275 4.089803 1.366607 1.00 -0.18 0.50
C -0.071351 3.116650 0.885868 -0.06 0.24 -0.15
H -1.745692 4.235575 0.572917 -0.13 0.07 -0.13
O -2.632555 4.276227 0.072402 -1.02 0.35 0.13
S -2.601809 3.639946 -1.335193 0.31 -0.62 -0.61
O -1.616949 4.336286 -2.131526 -0.03 0.02 0.03
O -3.962117 3.657160 -1.823981 0.06 0.12 0.12
S -2.078192 1.667294 -1.087603 -0.13 0.01 -0.05
```
Positions in Å, forces in eV/Å.

Results of the natural (NBO) charge analysis, in e, for atoms 1 through 5: Pt 0.731; O -0.678; N -0.086; C -0.135; C -0.254

Entry 2:
Computed, not measured: a 2-piece molecular cluster, C5H14 overall in a non-equilibrium geometry, with ωB97M-V/def2-TZVPD.

Calculated values
Maximum force: 0.088 hartree/bohr
Structure (SMILES): CCC.CC
Relative energy (zero: lowest compared OMol25 entry of this formula, charge and spin): 37.1 kcal per mole
HOMO-LUMO gap: 11.69 eV

The geometry in XYZ format:
```
19
Properties=species:S:1:pos:R:3:forces:R:3
C 2.597394 0.598887 1.845812 1.51 -3.82 -1.94
C 1.446687 0.297942 0.849723 1.17 -0.04 0.60
C 0.221317 1.202066 0.910023 -2.93 -1.98 -0.71
H 2.590591 -0.193720 2.622468 0.20 0.16 -0.48
H 3.534804 0.418270 1.187672 -1.01 0.62 1.72
H 2.658642 1.439198 2.437228 -0.17 2.53 0.47
H 1.162056 -0.788901 1.059536 0.19 1.52 -0.49
H 1.914249 0.307313 -0.163362 -0.74 0.05 0.59
H -0.548853 0.318216 0.860869 0.30 2.43 -0.17
H 0.020064 1.925649 0.104773 0.52 -0.78 -0.43
H -0.109799 1.838885 1.734541 0.96 -0.65 0.84
C -1.482629 -1.452060 -1.493988 -0.07 1.50 2.16
C -2.643962 -0.550888 -2.031442 2.97 2.13 0.03
H -0.481515 -1.238019 -1.875470 -0.33 0.20 -0.49
H -1.330985 -1.288830 -0.381965 -0.41 -0.12 -1.04
H -1.650579 -2.493959 -1.565248 -0.37 -1.11 -0.49
H -3.620892 -0.903667 -1.808692 -0.71 -0.40 0.12
H -2.454513 -0.454290 -3.127844 -0.70 0.05 0.74
H -2.516112 0.538175 -1.565280 -0.38 -2.27 -1.04
```
Positions in Å, forces in eV/Å.

Results of the natural (NBO) charge analysis, in e, for atoms 1 through 5: C -0.613; C -0.400; C -0.645; H 0.201; H 0.202

- What is the formula in the first record?
  C6H5N2O4PtS3